Below is a molecular structure, C37H34Cl4F2O8 in a non-equilibrium geometry, with properties calculated with ωB97M-V/def2-TZVPD.

The geometry in XYZ format:
```
85
Properties=species:S:1:pos:R:3:forces:R:3:lowdin_charge:R:1
Cl -0.3236 -0.0783 -1.5161 0.0 -0.6 0.7 0.540
Cl 2.2915 -0.0816 -2.7245 0.0 -0.5 -0.9 0.533
Cl 1.9763 1.5779 -0.5662 -0.5 0.1 0.7 0.496
Cl 0.4264 2.1884 -2.8711 0.2 0.7 -0.8 0.531
F -5.7246 -0.5417 -2.4678 -0.1 0.4 -1.2 0.039
F -5.2903 3.7998 -0.1473 -0.8 -0.6 0.7 0.068
O -3.6673 -0.4665 3.5684 0.0 -0.7 -0.8 0.018
O 2.2586 -2.4481 2.0523 -1.2 -0.4 -0.5 0.036
O -3.9293 -5.5857 -2.4506 -0.1 -0.3 -0.4 0.032
O 0.6742 1.3957 6.2699 0.2 -0.3 0.6 0.017
O 5.3876 2.7756 4.6955 -0.3 -0.6 -0.4 0.028
O -0.2408 -5.3197 -6.4953 0.5 0.1 -0.1 0.036
O 7.3230 -4.3976 2.5469 -0.1 0.0 -0.1 0.032
O 10.0651 1.8695 1.8385 0.0 0.6 0.5 0.030
C -1.5807 0.7013 3.6008 -1.0 0.3 -1.9 -0.033
C -2.5057 -0.0971 4.2078 -0.5 -0.1 1.2 -0.335
C -5.7485 1.7000 -5.4289 0.4 -0.8 0.6 -0.093
C -4.8829 4.9109 -0.7466 1.4 0.0 -1.0 -0.291
C -3.4927 5.1072 -0.7516 -0.1 -0.2 0.0 -0.028
C -5.7425 5.6580 -1.5352 0.7 0.9 -0.6 -0.018
C -5.2793 0.7848 -4.4581 -0.3 -0.5 0.5 -0.004
C 6.5440 1.8333 2.8354 0.8 -0.9 -0.3 -0.005
C 6.5679 2.5371 4.0243 0.6 2.2 0.3 -0.320
C -7.9944 1.3418 -4.6266 1.0 -1.1 0.3 -0.077
C 3.4403 -3.1118 2.2345 -1.4 0.4 -4.4 -0.360
C 7.7558 3.2148 4.3769 1.5 -1.5 -1.0 0.016
C 5.3479 -4.0825 1.0759 0.6 -0.3 2.9 -0.011
C -1.7561 -4.9274 -3.2678 -0.9 -0.6 0.3 -0.020
C -5.1772 6.7111 -2.2870 2.2 -1.6 0.5 -0.057
C 4.1228 -2.9161 3.3190 1.9 1.1 3.3 -0.073
C -3.7373 6.8087 -2.3520 -1.7 1.2 -0.3 -0.087
C -3.2767 -6.2386 -4.6176 0.4 -0.6 -1.6 -0.021
C -2.8909 6.0474 -1.5558 -1.4 0.1 -0.1 -0.097
C -0.4652 1.1937 4.2241 0.0 -0.8 0.0 -0.032
C -7.0769 1.9689 -5.5044 -2.6 0.0 0.6 -0.109
C -2.3526 -0.4852 5.5488 -0.2 0.5 -0.6 -0.012
C 7.7367 1.6277 2.1100 -3.3 -0.4 0.1 -0.025
C -6.1607 0.2275 -3.5140 -0.4 0.7 -0.7 -0.245
C 8.9674 2.8978 3.6605 -1.5 1.6 2.0 -0.005
C -0.8546 -4.8625 -4.2836 0.3 -0.2 -1.0 -0.022
C -2.9904 -5.5799 -3.4657 0.3 0.8 1.8 -0.322
C -0.3333 0.8213 5.5219 -0.2 0.0 2.6 -0.309
C 1.0749 0.8803 -1.9256 0.3 0.2 0.3 -2.108
C 6.0439 -3.9489 2.3328 0.1 0.9 0.2 -0.279
C -2.3356 -6.2197 -5.6681 0.7 0.8 0.9 -0.008
C -7.5397 0.4604 -3.6525 0.8 0.2 0.1 -0.029
C 4.0346 -3.7120 1.1096 -0.4 -0.3 -0.8 -0.016
C -1.1634 -5.4747 -5.5004 -0.6 -0.4 -0.3 -0.328
C 8.8923 2.1666 2.5341 2.1 -1.4 -1.5 -0.363
C -1.3023 0.0386 6.2624 1.2 1.1 -1.4 0.013
C 5.4535 -3.2714 3.4298 0.2 -1.9 -1.0 0.004
H -0.5347 -5.6753 -7.3372 -0.2 -0.1 0.1 0.100
H -3.5885 -5.1776 -1.6512 0.2 0.1 -0.1 0.095
H -9.0739 1.3175 -4.6482 -0.1 0.9 -0.7 0.099
H 5.6467 1.3497 2.4785 -0.2 0.1 0.1 0.113
H -4.2723 0.3951 -4.4816 0.3 0.4 0.2 0.108
H -1.2228 0.0057 7.3389 0.2 -0.4 0.0 0.113
H 9.9508 3.2304 3.9584 -0.1 0.3 0.2 0.120
H -2.4467 -6.7786 -6.5855 -0.4 0.0 -0.1 0.108
H -2.7572 4.4562 -0.3024 -0.7 -0.5 0.7 0.111
H 7.6531 1.0244 1.2181 0.2 0.0 -0.2 0.118
H 5.8617 -3.2621 4.4297 0.7 0.2 -0.3 0.116
H -3.3541 7.5291 -3.0595 0.2 0.1 0.1 0.088
H 5.7471 -4.6078 0.2209 0.3 0.1 0.0 0.109
H -5.1368 2.1819 -6.1772 0.5 -0.3 0.2 0.104
H -6.7693 5.4085 -1.7581 -0.2 -0.2 0.7 0.112
H 7.7234 -4.7266 1.7388 -0.1 0.0 -0.1 0.098
H 3.6341 -2.3282 4.0819 0.1 -0.1 0.5 0.128
H -4.1912 -6.7988 -4.7450 -0.1 0.1 0.2 0.118
H 0.1081 -4.3783 -4.2110 0.0 0.1 0.2 0.120
H -1.8125 6.0711 -1.5017 0.0 0.4 -0.5 0.105
H -5.8382 7.3017 -2.9039 0.3 0.1 -0.1 0.094
H 0.2622 1.8263 3.7372 -0.1 0.1 0.0 0.122
H -8.2753 -0.0445 -3.0439 0.2 -0.1 0.3 0.111
H 9.9280 1.1243 1.2491 -0.2 0.0 0.0 0.093
H -3.1560 -1.0880 5.9456 0.1 0.0 0.4 0.117
H -7.5068 2.6248 -6.2469 0.3 0.2 -0.2 0.098
H 2.2747 -1.6015 2.5046 0.0 -0.1 0.1 0.097
H -1.8341 1.0349 2.6054 0.1 -0.1 -0.3 0.121
H -4.4214 0.1009 3.7448 0.2 0.2 0.3 0.107
H 3.5114 -3.9299 0.1903 -0.6 0.5 0.1 0.116
H -1.5085 -4.5642 -2.2813 -0.1 0.3 0.1 0.114
H 1.5080 1.3741 5.7946 0.0 0.1 -0.2 0.096
H 7.8341 3.8996 5.2084 -0.2 -0.1 0.2 0.104
H 5.4874 3.3063 5.4893 0.5 0.0 -0.1 0.098
```
Positions in Å, forces in eV/Å.

Energy relative to the best compared isomer or geometry (same formula, charge and spin) ... 3.619 eV
Calculated total energy ... -4072.59066 hartree
E_LUMO ... 0.10 eV
Molecular weight ... 786.48 Da
Kohn-Sham gap ... 8.05 eV


Below is 7 unconnected molecules or ions with the total composition C46H40N8O10 in a non-equilibrium geometry, with properties calculated with ωB97M-V/def2-TZVPD.

The geometry in XYZ format:
```
104
Properties=species:S:1:pos:R:3:forces:R:3:lowdin_charge:R:1
O -22.9749 42.1277 2.1424 1.0 0.8 0.0 0.101
O -23.2934 30.0607 8.9117 -0.6 -0.8 -0.8 0.018
O -15.0444 30.2077 11.6294 -0.5 0.5 3.0 0.048
O -17.2762 37.7643 -9.6012 1.0 -1.9 0.1 0.090
O -20.3374 27.7043 -2.5134 -0.1 0.4 -2.5 -0.027
O -17.8229 42.5290 3.5762 2.9 0.4 1.2 0.135
O -13.7703 33.7102 -8.3346 -1.7 2.5 0.1 0.072
O -11.6142 28.6612 -0.3449 3.0 -2.4 0.3 0.070
O -17.7649 30.5499 4.0665 0.2 -0.3 2.6 0.043
O -8.2599 24.2968 0.1568 -0.5 3.0 0.6 0.073
N -16.5642 29.6504 10.0883 -6.1 -0.7 0.3 0.175
N -14.5545 29.8553 9.5660 3.6 0.0 -4.8 0.154
N -19.9317 29.3044 -4.0122 -0.8 5.5 -1.8 0.156
N -23.6203 28.8969 10.8184 -1.6 -4.1 1.1 0.167
N -19.2854 27.3006 -4.4631 2.2 -3.0 -3.3 0.166
N -18.3539 30.6355 1.9935 1.6 -0.2 -3.5 0.132
N -22.7814 30.8605 10.8566 1.9 4.3 4.1 0.160
N -19.9625 30.5659 3.3335 -4.7 -0.4 2.6 0.158
C -8.5461 27.2195 3.3394 0.3 -1.1 -2.6 -0.022
C -9.9755 25.3735 -1.0250 -0.3 0.8 2.1 -0.069
C -10.1363 28.3267 1.9460 0.0 0.7 0.7 0.009
C -9.9361 27.4296 0.9025 -1.0 3.9 1.6 -0.108
C -20.8933 43.3995 1.9405 0.4 -0.4 1.5 -0.051
C -10.8074 26.5155 -1.1429 0.3 0.2 -1.7 -0.086
C -15.6100 36.1285 -10.2793 -0.2 -0.5 -1.0 -0.086
C -8.3061 26.3286 2.2208 0.8 1.3 4.0 0.022
C -19.7357 41.1701 3.4117 -0.9 1.3 -1.7 -0.052
C -19.0861 40.0190 3.7971 1.0 1.1 0.7 -0.019
C -10.7744 27.7247 -0.2444 -2.9 -0.4 -1.3 -0.239
C -19.7426 38.8388 3.9803 1.6 -1.4 0.6 -0.090
C -21.7092 39.8254 3.2577 -0.6 0.6 -1.2 0.024
C -8.9096 25.3633 0.0844 -0.5 -3.9 -1.9 -0.219
C -16.5422 36.2076 -7.9725 -0.2 0.0 1.3 -0.079
C -19.5564 43.5192 2.4545 -1.9 2.3 -1.9 -0.087
C -15.5889 36.5939 -11.5747 -0.2 -0.3 -1.0 -0.013
C -10.3823 24.1936 -1.6255 -0.1 0.8 -1.2 0.006
C -17.5786 36.1143 -5.8089 0.0 3.0 -0.7 -0.073
C -15.5857 35.1852 -7.6010 -1.3 1.1 0.4 -0.043
C -20.5571 45.5061 0.8304 -1.7 -0.2 0.3 -0.053
C -14.2761 34.2157 -11.1126 0.1 0.3 -0.1 -0.004
C -11.7313 26.5012 -2.1587 -2.4 0.8 -1.0 -0.020
C -9.0130 26.4489 1.0722 1.3 -2.0 -1.0 -0.129
C -14.1894 34.7377 -12.4014 -2.0 0.5 1.0 -0.056
C -14.5904 34.6174 -8.5969 -0.1 -3.3 -0.7 -0.234
C -18.9447 42.4900 3.2149 -1.9 -3.4 0.1 -0.328
C -15.4132 29.9525 10.5152 3.7 0.5 2.4 -0.870
C -16.6582 35.2018 -5.4494 -0.1 -2.6 1.4 -0.094
C -12.0724 25.4025 -2.9498 1.2 -0.8 1.3 -0.052
C -9.4310 28.2536 3.1283 -0.2 -1.4 1.4 -0.067
C -15.7396 34.6554 -6.3036 1.7 0.7 -2.2 -0.003
C -14.8719 34.9479 -10.0524 0.6 0.2 1.1 -0.076
C -19.2961 45.6423 1.3415 0.4 0.5 -0.1 -0.075
C -21.7731 42.2094 2.3644 -0.9 0.7 -1.3 -0.287
C -23.2676 29.9308 10.1287 0.3 0.9 -4.3 -0.821
C -16.5952 36.7737 -9.3118 1.1 1.5 -0.9 -0.275
C -19.9386 28.0726 -3.6610 -1.0 -3.1 6.7 -0.765
C -11.4108 24.2572 -2.5956 1.3 -1.4 0.1 -0.075
C -18.6623 30.5091 3.2667 1.9 1.1 -1.0 -0.785
C -14.9198 35.9079 -12.6065 0.5 1.1 0.0 -0.054
C -21.4104 44.4372 1.2020 0.9 0.7 -0.9 0.002
C -21.0703 41.0976 2.9440 0.6 -3.5 2.9 -0.068
C -18.7977 44.6711 2.1631 -0.2 -1.9 0.8 0.010
C -21.0670 38.7060 3.7675 -0.7 1.2 -1.2 -0.079
C -17.4783 36.7462 -7.0521 0.0 -2.6 -0.1 0.021
H -18.3381 37.3388 -7.3275 0.6 0.6 -0.5 0.121
H -17.3724 30.8006 1.8215 -0.4 -0.4 -0.6 0.119
H -17.1884 29.6519 10.8823 -1.1 -0.2 -0.9 0.133
H -18.8747 27.7104 -5.2898 -0.2 -0.4 0.1 0.109
H -12.4022 27.3381 -2.2851 0.3 0.6 0.2 0.116
H -22.7148 39.5622 2.9645 -0.4 1.0 -0.2 0.111
H -11.5857 23.3515 -3.1573 -0.3 -0.2 0.1 0.102
H -18.2431 36.5892 -5.1022 -0.3 -0.6 0.2 0.112
H -12.8281 25.2584 -3.7079 -0.1 1.0 0.0 0.109
H -19.2485 26.2930 -4.4039 -0.1 0.4 0.5 0.127
H -20.4623 30.6213 4.2094 0.2 -0.3 -0.1 0.120
H -20.9640 46.3109 0.2363 -0.1 0.0 -0.2 0.106
H -19.0706 30.4692 1.3016 0.9 0.3 -0.4 0.104
H -14.9234 36.3517 -13.5911 -0.1 0.0 -0.1 0.101
H -16.2069 37.4581 -11.7687 0.1 0.1 -0.3 0.115
H -15.0227 30.0283 8.6880 1.4 -0.1 -0.6 0.107
H -16.7377 29.4300 9.1180 -0.6 -0.2 0.7 0.127
H -15.0193 33.8858 -6.0684 -0.2 -0.2 0.5 0.120
H -19.2292 37.9340 4.2701 0.5 0.1 0.1 0.113
H -16.8005 34.6687 -4.5210 0.2 0.3 0.5 0.112
H -22.8445 30.7057 11.8527 0.3 0.7 -0.1 0.107
H -23.8065 28.0767 10.2591 -0.1 -0.1 0.6 0.126
H -9.8421 23.2725 -1.4635 0.0 0.0 0.1 0.117
H -20.7368 29.8520 -3.7435 0.4 0.1 0.3 0.126
H -13.7880 34.1641 -13.2237 0.2 0.1 0.0 0.107
H -10.8877 29.1024 1.9360 -0.2 -0.1 -0.7 0.124
H -23.5395 28.8746 11.8249 -0.1 -0.4 -0.5 0.113
H -18.7141 46.5232 1.1144 0.1 0.0 -0.1 0.111
H -17.8213 44.6560 2.6245 0.2 0.4 -0.2 0.121
H -22.5855 31.7934 10.5230 -0.1 -0.4 -0.1 0.129
H -13.5698 30.0327 9.7039 -0.5 0.3 -0.1 0.125
H -18.0336 40.1408 4.0063 0.2 -0.2 0.1 0.121
H -7.5815 25.5699 2.4775 -0.1 -0.5 -0.9 0.121
H -8.0806 27.0408 4.2974 0.1 0.0 -0.1 0.105
H -21.5069 37.7197 3.7633 -0.4 0.2 0.4 0.114
H -19.5459 29.5460 -4.9138 -0.3 0.1 0.1 0.109
H -9.7443 28.7339 4.0435 -0.1 0.9 -0.3 0.110
H -20.5287 30.3913 2.5156 0.2 0.2 0.4 0.110
H -13.9463 33.1893 -11.0488 0.4 0.1 1.0 0.116
H -22.4272 44.4095 0.8389 -0.1 -0.1 0.1 0.119
```
Positions in Å, forces in eV/Å.

Calculated total energy ... -2967.31983 hartree
E_LUMO ... -1.36 eV
SMILES ... O=C1c2ccccc2C(=O)c2ccccc21.O=C1c2ccccc2C(=O)c2ccccc21.O=C1c2ccccc2C(=O)c2ccccc21.NC(N)=O.NC(N)=O.NC(N)=O.NC(N)=O
Molecular weight ... 864.87 Da
Kohn-Sham gap ... 8.11 eV